Molecular formula: C2H8N3
Method: DFT, wB97M-V/def2-TZVPD

```
13
Properties=species:S:1:pos:R:3:nbo_charge:R:1
C 1.420 -0.942 -0.517 -0.4653
N 0.360 0.020 -0.742 -0.5478
C -0.515 0.397 0.216 0.6743
N -1.545 1.116 -0.247 -0.7608
N -0.309 0.255 1.508 -0.7592
H 1.416 -1.505 -1.503 0.2353
H 1.346 -1.706 0.239 0.2282
H 2.469 -0.632 -0.519 0.2380
H 0.038 0.088 -1.728 0.4257
H -1.828 0.971 -1.223 0.4234
H -2.253 1.506 0.367 0.4254
H -1.063 0.625 2.174 0.4369
H 0.463 -0.194 1.975 0.4460
```

Values from the calculation:
Structure (SMILES) = CNC(N)=[NH2+]
E_LUMO = -0.1218 Ha
Highest occupied orbital energy = -14.88 eV
Total charge = +1
HOMO-LUMO gap = 11.57 eV
ΔE to the lowest compared entry with this formula, charge and spin = 13.8 kcal/mol


Molecular formula: C27H23Cl2F5MoN5
Method: DFT, wB97M-V/def2-TZVPD

```
63
Properties=species:S:1:pos:R:3:lowdin_spin:R:1
Mo 9.896 10.311 9.820 0.6890
C 7.359 8.773 10.515 0.0127
C 8.130 8.310 11.748 0.0016
C 8.866 9.373 12.524 -0.0003
C 8.784 9.371 13.907 0.0005
C 9.500 10.284 14.659 -0.0059
C 10.303 11.185 13.983 0.0002
C 10.337 11.158 12.608 -0.0014
N 9.630 10.274 11.876 0.0109
N 8.178 8.986 9.304 0.0221
C 7.374 9.738 8.331 0.0019
C 7.232 11.141 8.844 0.0024
C 6.120 11.930 8.615 0.0000
C 6.078 13.213 9.146 0.0029
C 7.147 13.639 9.914 0.0005
C 8.234 12.802 10.093 0.0061
N 8.281 11.580 9.552 0.0065
C 8.687 7.724 8.743 0.0050
C 10.033 7.378 9.328 0.0041
C 10.635 6.148 9.162 0.0018
C 11.870 5.913 9.749 0.0023
C 12.423 6.900 10.547 0.0028
C 11.752 8.100 10.681 0.0046
N 10.617 8.355 10.032 0.0100
H 6.858 9.710 10.744 0.0004
H 6.590 8.034 10.277 0.0029
H 8.820 7.509 11.490 -0.0001
H 7.410 7.851 12.427 0.0001
H 8.150 8.634 14.390 0.0002
H 9.433 10.275 15.742 -0.0004
H 10.907 11.908 14.515 0.0003
H 10.959 11.831 12.038 0.0007
H 6.401 9.269 8.176 -0.0002
H 7.896 9.749 7.383 0.0005
H 5.297 11.539 8.024 -0.0001
H 5.221 13.852 8.971 0.0001
H 7.161 14.622 10.370 0.0001
H 9.093 13.106 10.668 0.0023
H 8.782 7.837 7.666 0.0006
H 7.980 6.910 8.914 0.0001
H 10.134 5.386 8.570 0.0001
H 12.373 4.963 9.606 0.0001
H 13.362 6.750 11.066 0.0002
H 12.127 8.881 11.319 0.0006
Cl 10.441 10.503 7.231 0.0124
C 11.437 11.921 7.346 0.0431
C 11.965 12.525 6.237 -0.0022
C 12.797 13.621 6.437 0.0257
C 13.084 14.068 7.720 -0.0039
C 12.504 13.459 8.816 0.0451
Cl 12.845 14.051 10.395 0.0111
C 11.632 12.365 8.659 0.0504
N 10.952 11.770 9.654 0.1321
H 11.752 12.158 5.240 0.0003
H 13.218 14.130 5.583 0.0018
H 13.752 14.907 7.872 -0.0009
F 12.893 9.554 8.632 0.1103
C 13.547 10.579 9.214 0.5685
F 13.122 10.679 10.483 0.1132
C 15.071 10.361 9.203 0.0668
F 15.676 11.342 9.848 0.0029
F 15.540 10.309 7.967 0.0035
F 15.423 9.203 9.807 0.0307
```

Values from the calculation:
Expectation value of S² = 2.01
2S+1 = 3
E_LUMO (spin up / spin down) = -0.0966 / -0.1160 Ha
Highest occupied orbital energy (spin up / spin down) = -8.60 / -8.95 eV
Total charge = +1
HOMO-LUMO gap (spin up / spin down) = 5.97 / 5.79 eV


Molecular formula: C3H2N2O2
Method: DFT, wB97M-V/def2-TZVPD

```
9
Properties=species:S:1:pos:R:3:nbo_charge:R:1
C -0.959 0.027 0.098 0.3775
C -0.092 1.180 -0.009 -0.0806
C -0.083 -1.057 -0.039 -0.0642
H -0.471 2.193 0.375 0.2338
H -0.604 -1.905 -0.119 0.2084
N 1.278 1.042 -0.096 -0.0323
N 1.200 -1.212 0.093 -0.0254
O -2.142 -0.147 -0.154 -0.5158
O 1.875 -0.120 -0.146 -0.1014
```

Values from the calculation:
Structure (SMILES) = O=c1cnonc1
E_LUMO = -0.0354 Ha
Highest occupied orbital energy = -10.20 eV
HOMO-LUMO gap = 9.24 eV
ΔE to the lowest compared entry with this formula, charge and spin = 119.8 kcal/mol


Molecular formula: C23H68NO10S9
Method: DFT, wB97M-V/def2-TZVPD

```
111
Properties=species:S:1:pos:R:3:mulliken_charge:R:1
C -0.240 -0.239 1.372 -0.3152
N -0.559 -1.297 0.330 1.5495
C 0.163 -2.594 0.661 -0.2744
C -2.066 -1.448 0.462 -0.4769
C -0.185 -0.852 -1.020 -0.3403
C -0.592 -1.713 -2.373 -1.0794
O -0.184 -0.856 -3.346 -0.2820
H 0.176 -0.687 2.337 -0.0921
H -0.930 0.531 1.608 0.4138
H 0.765 0.228 1.172 -0.0671
H 0.105 -3.339 -0.105 0.3730
H 0.032 -3.118 1.676 0.0165
H 1.247 -2.185 0.803 -0.1726
H -2.395 -2.097 -0.311 0.4024
H -2.586 -0.404 0.432 -0.1314
H -2.188 -1.784 1.485 0.3371
H 0.759 -0.521 -1.021 0.6408
H -0.732 0.074 -1.203 -0.9373
H -1.725 -2.037 -2.326 -0.0505
H -0.059 -2.521 -2.406 1.1796
H -0.030 -1.478 -4.108 0.2884
C -3.505 -3.281 4.970 -1.2058
S -2.076 -2.210 5.218 0.3673
O -1.613 -1.637 3.911 -0.4327
C -3.043 -0.910 5.984 -1.1110
H -4.264 -2.784 4.301 0.3151
H -4.052 -3.358 5.821 0.5192
H -3.162 -4.271 4.609 0.3232
H -3.682 -0.340 5.359 0.3540
H -2.290 -0.382 6.392 0.3376
H -3.483 -1.348 6.908 0.4455
C 4.298 2.763 0.555 -0.7951
S 4.001 1.735 2.016 0.8339
O 4.922 2.169 3.184 -0.7614
C 2.598 2.694 2.457 -0.4021
H 3.489 2.734 -0.105 -0.0385
H 5.142 2.253 -0.110 0.2471
H 4.485 3.725 0.919 0.5207
H 2.883 3.621 3.021 0.4656
H 2.035 2.347 3.083 -0.0440
H 2.041 2.756 1.409 -0.0847
C -0.197 4.720 -0.719 -1.0226
S -0.957 3.168 -1.256 0.8535
O -1.396 2.341 -0.142 -0.6394
C -2.514 3.969 -1.730 -1.0217
H -0.975 5.666 -0.533 0.2912
H 0.421 5.099 -1.572 0.3604
H 0.377 4.747 0.214 0.3388
H -2.631 4.554 -2.624 0.4427
H -3.033 4.366 -0.767 0.3148
H -3.289 3.014 -1.742 0.0568
C -3.303 0.421 -2.693 -0.7219
S -4.568 -0.801 -2.893 0.3702
O -4.034 -2.132 -2.295 -0.5903
C -5.638 -0.114 -1.664 -0.8313
H -2.790 0.466 -1.686 -0.1872
H -3.843 1.187 -3.066 0.8079
H -2.529 0.352 -3.501 0.2793
H -6.045 0.747 -1.932 0.4334
H -4.799 -0.044 -0.711 0.0914
H -6.462 -0.872 -1.369 0.3329
C -0.214 2.375 5.748 -0.8422
S -1.374 3.715 5.344 0.4055
O -0.425 4.911 5.068 -0.6233
C -1.767 3.141 3.765 -0.6809
H 0.047 2.236 6.781 0.4513
H 0.658 2.313 5.185 0.3151
H -0.607 1.439 5.468 0.1195
H -0.807 3.148 3.143 0.0714
H -2.553 3.848 3.365 0.3468
H -2.200 2.223 3.653 0.4290
C 1.856 1.495 -4.667 -0.7656
S 2.238 2.603 -3.354 0.3962
O 2.032 1.793 -2.125 -0.3236
C 3.998 2.661 -3.703 -1.0758
H 1.985 2.090 -5.607 0.4274
H 0.884 1.214 -4.659 0.1822
H 2.300 0.617 -4.385 0.1570
H 4.127 3.274 -4.651 0.4026
H 4.607 1.811 -3.611 0.3648
H 4.636 3.465 -3.151 0.3170
C 4.165 -0.825 -2.193 -1.3237
S 3.591 -1.552 -0.654 1.0205
O 3.408 -3.071 -0.897 -0.7337
C 5.249 -1.449 0.049 -1.0923
H 3.146 -0.937 -2.934 -0.0668
H 4.884 -1.270 -2.585 1.0773
H 4.401 0.149 -1.920 0.1567
H 5.331 -1.672 1.255 0.0966
H 5.599 -0.455 -0.178 0.3388
H 5.886 -2.133 -0.497 0.4779
C 2.029 -3.674 3.835 -0.8484
S 3.274 -2.376 3.611 0.3531
O 2.651 -1.359 2.672 -0.1907
C 3.065 -1.708 5.246 -0.9354
H 0.988 -3.101 4.179 0.0302
H 2.571 -4.456 4.460 0.4199
H 1.973 -4.293 2.990 0.4229
H 3.416 -0.736 5.204 0.3595
H 3.651 -2.261 6.026 0.3710
H 2.060 -1.816 5.510 0.2088
C -1.734 -3.547 -8.165 -0.9175
S -2.344 -3.718 -6.555 0.3672
O -1.296 -2.884 -5.668 -0.5684
C -3.729 -2.610 -6.552 -0.5550
H -0.751 -3.853 -8.301 0.3864
H -1.697 -2.369 -8.441 0.2359
H -2.235 -4.266 -8.792 0.3888
H -3.488 -1.554 -6.987 0.2416
H -4.173 -2.366 -5.475 0.0379
H -4.609 -3.005 -7.189 0.3717
```

Values from the calculation:
E_LUMO = -0.0593 Ha
Highest occupied orbital energy = -10.50 eV
Total charge = +1
HOMO-LUMO gap = 8.88 eV
ΔE to the lowest compared entry with this formula, charge and spin = 0.0 kcal/mol


Molecular formula: C7H7MgN2O6
Method: DFT, wB97M-V/def2-TZVPD

```
23
Properties=species:S:1:pos:R:3:nbo_charge:R:1
O -2.602 1.229 -3.545 -0.4988
C -2.355 0.478 -4.378 0.5201
Mg 0.713 -0.764 -0.540 1.5122
O -2.182 -0.569 -0.714 -0.3312
C -1.507 -1.285 -1.420 0.2758
C -0.529 -2.425 0.260 0.3661
O -1.300 -3.087 0.827 -0.3907
C -1.087 -2.821 -3.459 0.7520
O -0.703 -3.232 -4.482 -0.2555
C -1.798 -1.772 -2.740 -0.0170
O -2.855 -1.358 -3.345 -0.3475
H 2.205 -1.050 -0.131 -0.6321
C 2.172 2.895 1.775 -0.4178
N 1.391 1.879 2.470 -0.5773
C 0.699 0.892 1.871 0.8123
N 0.305 -0.127 2.677 -0.8040
O 0.381 0.902 0.629 -0.8505
H 2.003 2.853 0.697 0.2370
H 3.247 2.743 1.979 0.2150
H 1.900 3.878 2.149 0.2192
H 1.578 1.747 3.460 0.4011
H -0.228 -0.901 2.308 0.4009
H 0.552 -0.103 3.654 0.4108
```

Values from the calculation:
E_LUMO (spin up / spin down) = -0.2357 / -0.2330 Ha
Highest occupied orbital energy (spin up / spin down) = -13.00 / -13.02 eV
Total charge = +1
HOMO-LUMO gap (spin up / spin down) = 6.59 / 6.68 eV
ΔE to the lowest compared entry with this formula, charge and spin = 104.4 kcal/mol


Molecular formula: CH8N5O2S
Method: DFT, wB97M-V/def2-TZVPD

```
17
Properties=species:S:1:pos:R:3:nbo_charge:R:1
C -1.517 -0.311 0.034 0.6696
N -1.746 -1.450 0.679 -0.7370
N -1.732 -0.158 -1.260 -0.7258
N 3.342 0.117 -0.177 -0.9972
N -0.698 1.846 0.081 -0.3861
N -1.113 0.780 0.739 -0.3597
O 1.179 -0.611 -1.320 -0.8818
O 1.223 -0.363 1.130 -0.9171
S 1.667 0.118 -0.171 1.9538
H -2.012 -2.280 0.173 0.4332
H -1.450 -1.565 1.637 0.4332
H -1.927 -0.936 -1.868 0.4322
H -1.457 0.733 -1.657 0.4548
H 3.816 0.567 0.592 0.4226
H 3.790 0.269 -1.066 0.4232
H -0.403 2.583 0.713 0.3626
H -0.962 0.659 1.740 0.4194
```

Values from the calculation:
E_LUMO (spin up / spin down) = -0.1769 / -0.2017 Ha
Highest occupied orbital energy (spin up / spin down) = -13.16 / -13.14 eV
Total charge = +1
HOMO-LUMO gap (spin up / spin down) = 8.34 / 7.65 eV
ΔE to the lowest compared entry with this formula, charge and spin = 0.0 kcal/mol


Molecular formula: C2H6N2O2S
Method: DFT, wB97M-V/def2-TZVPD

```
13
Properties=species:S:1:pos:R:3:nbo_charge:R:1
C 0.466 -1.101 -0.078 -0.4595
C 1.253 1.183 0.159 -0.4643
N 0.117 0.101 1.835 -0.3004
N 0.592 0.041 0.744 -0.0957
O -3.291 -1.346 -0.756 -0.8023
O -1.898 0.717 -0.751 -0.8353
S -2.804 -0.200 -0.001 1.6344
H -0.051 -0.613 -1.031 0.2177
H 1.509 -1.473 -0.459 0.2205
H -0.211 -1.725 0.426 0.2270
H 1.547 1.875 0.901 0.2323
H 2.266 0.948 -0.378 0.1984
H 0.505 1.592 -0.611 0.2271
```

Values from the calculation:
E_LUMO = -0.0589 Ha
Highest occupied orbital energy = -7.86 eV
HOMO-LUMO gap = 6.26 eV
ΔE to the lowest compared entry with this formula, charge and spin = 94.7 kcal/mol


Molecular formula: C27H42F4O27
Method: DFT, wB97M-V/def2-TZVPD

```
100
Properties=species:S:1:pos:R:3:mulliken_charge:R:1
C 20.106 3.411 -16.306 0.5300
C 21.146 3.898 -17.251 0.3878
O 20.505 3.969 -18.500 -0.3808
C 19.322 3.312 -18.435 0.4812
O 18.553 3.200 -19.328 -0.5372
O 19.151 2.822 -17.196 -0.2460
F 22.195 3.011 -17.359 -0.3120
H 19.586 4.136 -15.688 -0.1072
H 20.540 2.607 -15.716 -0.2678
H 21.599 4.850 -16.976 0.3215
C 12.267 1.038 -10.241 -0.0483
C 11.556 1.496 -8.971 0.3212
O 12.691 1.825 -8.176 -0.3797
C 13.742 2.129 -8.972 0.4205
O 14.658 2.777 -8.588 -0.4786
O 13.478 1.756 -10.259 -0.1763
F 10.857 0.471 -8.422 -0.3005
H 11.663 1.194 -11.136 -0.1432
H 12.413 -0.044 -10.196 0.3317
H 10.857 2.329 -9.077 0.2574
C 14.042 -0.727 -15.581 -0.1548
C 14.687 0.566 -14.981 0.7793
O 14.226 0.520 -13.651 -0.0338
C 13.550 -0.587 -13.385 0.5859
O 12.953 -0.845 -12.394 -0.5108
O 13.681 -1.449 -14.427 -0.4024
F 14.050 1.598 -15.651 -0.3404
H 14.816 -1.234 -16.161 0.0845
H 13.214 -0.482 -16.241 0.2584
H 15.749 0.734 -15.153 -0.2141
C 17.299 -3.746 -18.008 -0.3494
C 17.827 -2.304 -18.092 0.2827
O 19.078 -2.491 -18.686 -0.3301
C 19.528 -3.728 -18.393 0.5948
O 20.632 -4.104 -18.599 -0.5004
O 18.521 -4.505 -17.974 -0.3322
F 18.016 -1.834 -16.814 -0.2762
H 16.698 -4.040 -18.863 0.3227
H 16.808 -3.853 -17.044 0.2664
H 17.207 -1.592 -18.630 0.3261
C 12.593 3.218 -13.582 -0.1673
O 11.649 2.505 -14.404 -0.2920
C 10.562 1.926 -13.932 0.7814
O 9.981 1.037 -14.482 -0.5834
O 10.160 2.483 -12.787 -0.3021
C 8.937 2.114 -12.160 -0.7119
H 13.600 3.312 -13.965 0.0767
H 12.554 2.780 -12.585 -0.0942
H 12.142 4.207 -13.481 0.5144
H 8.070 2.431 -12.734 0.3056
H 8.913 2.590 -11.184 0.2210
H 8.932 1.031 -12.038 0.3422
C 21.078 -1.248 -7.367 -0.6797
O 21.526 -1.621 -8.644 -0.3505
C 22.078 -0.702 -9.416 0.8327
O 22.030 0.490 -9.209 -0.5724
O 22.418 -1.283 -10.565 -0.3653
C 22.685 -0.426 -11.653 -0.4231
H 20.171 -1.794 -7.116 0.2646
H 20.914 -0.178 -7.251 0.3112
H 21.769 -1.469 -6.546 0.2740
H 23.009 -1.097 -12.458 0.3783
H 23.551 0.225 -11.565 0.3715
H 21.849 0.059 -12.151 -0.0310
C 16.000 5.326 -9.345 -0.5253
O 16.250 5.824 -10.657 -0.3761
C 17.439 5.622 -11.174 0.7001
O 18.365 5.162 -10.566 -0.5548
O 17.399 5.978 -12.451 -0.3156
C 18.601 5.961 -13.157 -0.4279
H 14.934 5.415 -9.165 0.1593
H 16.566 5.917 -8.624 0.3331
H 16.282 4.279 -9.300 0.2982
H 19.386 6.512 -12.631 0.3710
H 18.536 6.497 -14.110 0.2782
H 18.989 4.989 -13.469 0.0190
C 23.819 2.813 -14.271 -0.5725
O 23.265 2.477 -13.023 -0.3210
C 22.039 2.848 -12.668 0.6417
O 21.232 3.295 -13.453 -0.3940
O 21.889 2.667 -11.389 -0.2522
C 20.729 3.150 -10.693 -0.6124
H 24.207 3.832 -14.317 0.2672
H 23.119 2.761 -15.108 0.1230
H 24.590 2.071 -14.464 0.3048
H 20.807 2.736 -9.691 0.3600
H 19.891 2.598 -11.124 0.1060
H 20.636 4.228 -10.719 0.3704
C 19.268 0.669 -14.846 -0.3368
O 18.474 0.604 -13.666 -0.5184
C 17.762 1.701 -13.368 1.2762
O 17.738 2.698 -14.037 -0.5785
O 17.057 1.432 -12.287 -0.5368
C 16.094 2.424 -11.921 0.1796
H 18.753 1.050 -15.726 0.3159
H 19.609 -0.331 -15.119 0.3471
H 20.179 1.177 -14.528 -0.1341
H 16.597 3.259 -11.443 -0.0514
H 15.348 1.947 -11.293 0.1184
H 15.559 2.684 -12.835 0.1081
```

Values from the calculation:
Structure (SMILES) = O=C1OC[C@@H](F)O1.O=C1OC[C@@H](F)O1.O=C1OC[C@@H](F)O1.O=C1OC[C@@H](F)O1.COC(=O)OC.COC(=O)OC.COC(=O)OC.COC(=O)OC.COC(=O)OC
E_LUMO = 0.0073 Ha
Highest occupied orbital energy = -10.82 eV
HOMO-LUMO gap = 11.02 eV
ΔE to the lowest compared entry with this formula, charge and spin = 0.0 kcal/mol